ORCA calculation (ωB97M-V with the def2-TZVPD basis set) on the molecule C6H8BrN3O3 in a non-equilibrium geometry.

```
21
Properties=species:S:1:pos:R:3
C 0.48 0.97 -1.59
C -1.87 1.08 -0.86
C 0.87 0.71 -0.31
C -0.92 1.01 -2.00
C -0.67 -0.25 0.69
C 0.37 -1.15 2.61
N -1.71 0.61 0.27
N -0.55 -1.49 0.12
N 2.18 0.82 0.02
O 2.51 1.83 0.63
O 2.92 -0.12 -0.32
O -0.50 -0.16 2.08
Br -1.61 -0.64 -2.91
H 1.30 1.24 -2.31
H -2.62 1.77 -1.05
H -1.25 1.80 -2.86
H 0.73 -0.88 3.68
H 1.22 -1.33 1.97
H -0.12 -2.14 2.85
H 0.21 -2.15 0.07
H -0.97 -1.53 -0.78
```

Results
E_LUMO ... -0.79 eV
Frontier orbital gap ... 8.517 eV
F_max ... 5.103 eV/A

***

ORCA calculation (ωB97M-V with the def2-TZVPD basis set) on a structure of composition C6H8Cl2IrN2O3STi in a non-equilibrium geometry.

```
24
Properties=species:S:1:pos:R:3
Ir -0.56 -0.46 -2.92
Ti -0.05 -0.02 -0.02
Cl -1.24 -1.78 -1.09
Cl -1.13 1.41 -1.55
C 0.95 1.41 0.71
C -0.10 -1.97 -3.92
C -0.02 0.64 -4.34
O 1.58 2.33 1.16
O 0.21 -2.91 -4.52
O 0.34 1.32 -5.20
C -0.92 1.46 4.71
N -1.51 0.51 3.75
C -0.83 -0.31 2.94
S -1.66 -0.83 1.52
N 0.42 -0.79 3.10
C 1.12 -0.94 4.40
H 0.17 1.44 4.64
H -1.24 1.21 5.73
H -1.24 2.48 4.48
H -2.55 0.64 3.65
H 0.94 -1.26 2.31
H 1.39 -1.99 4.56
H 2.04 -0.33 4.39
H 0.46 -0.64 5.21
```

Results
E_LUMO (alpha / beta) ... -15.94 / -19.93 eV
Frontier orbital gap (alpha / beta) ... 7.499 / 4.867 eV
Charge ... +4
F_max ... 11.178 eV/A
Multiplicity ... 6

***

ORCA calculation (ωB97M-V with the def2-TZVPD basis set) on a cluster of 2 separate species, C6H8ClN in total in a non-equilibrium geometry.

```
16
Properties=species:S:1:pos:R:3
C -0.64 -0.71 -1.12
C 0.50 0.28 -1.21
C 0.30 1.73 -0.89
C 0.96 1.05 -0.01
H -1.03 -0.93 -2.11
H -1.45 -0.31 -0.51
H -0.29 -1.65 -0.67
H 1.24 0.01 -1.97
H -0.11 2.66 -1.21
H 1.47 0.98 0.92
N -0.33 -1.77 2.65
C -0.15 -0.62 2.96
C 0.10 0.55 3.47
Cl -1.13 1.37 4.41
H -0.73 -2.05 1.76
H 1.03 1.07 3.39
```

Results
E_LUMO ... 0.65 eV
SMILES ... CC1C=C1.N=C=CCl
Frontier orbital gap ... 9.560 eV
F_max ... 1.178 eV/A

***

ORCA calculation (ωB97M-V with the def2-TZVPD basis set) on the ion C6H8ClN4O with charge +1 in a non-equilibrium geometry.

```
20
Properties=species:S:1:pos:R:3
C 0.59 0.38 1.12
C -1.97 -0.14 -2.05
C 1.24 -0.63 0.54
C -0.16 -1.41 -1.21
C -0.85 0.84 1.14
C 2.78 -0.75 0.48
N -0.86 -1.04 -2.11
N -2.15 0.45 -0.90
N -1.61 0.18 0.15
N 0.53 -1.63 -0.14
O -0.86 2.28 1.02
Cl -3.36 1.81 -1.09
H 1.19 0.93 1.82
H -2.64 0.03 -2.83
H -1.24 0.63 2.19
H 3.04 0.11 0.97
H 3.15 -0.52 -0.47
H 3.31 -1.59 0.90
H 0.46 -2.52 0.29
H -0.60 2.57 0.18
```

Results
E_LUMO ... -4.90 eV
Frontier orbital gap ... 8.346 eV
Charge ... +1
F_max ... 3.397 eV/A

***

ORCA calculation (ωB97M-V with the def2-TZVPD basis set) on the molecule C6H8ClNO in a non-equilibrium geometry.

```
17
Properties=species:S:1:pos:R:3
N -0.70 1.65 -1.23
C 0.28 0.87 -1.80
Cl 0.02 0.67 -3.52
C 1.23 0.17 -1.28
C 1.60 0.14 0.12
C 0.83 0.04 1.23
C -0.54 -0.38 1.36
C -1.03 -1.58 0.98
O -2.25 -2.11 1.32
H -0.83 2.47 -1.92
H -0.19 2.01 -0.39
H 1.85 -0.46 -1.79
H 2.66 0.06 0.34
H 1.38 0.00 2.16
H -1.32 0.26 1.91
H -0.36 -2.21 0.45
H -2.63 -1.59 2.07
```

Results
E_LUMO ... 0.84 eV
SMILES ... N\C(Cl)=C/C=C\C=C\O
Frontier orbital gap ... 9.068 eV
F_max ... 3.168 eV/A

***

ORCA calculation (ωB97M-V with the def2-TZVPD basis set) on the molecule C6H8ClNO2 in a non-equilibrium geometry.

```
18
Properties=species:S:1:pos:R:3
C 1.56 0.59 2.75
C 0.68 0.24 1.58
N 0.24 -0.94 1.20
C -0.35 -0.76 -0.02
C -0.82 -1.93 -0.81
C -0.26 0.61 -0.38
C -0.69 1.38 -1.66
O -1.76 0.68 -2.25
Cl 0.66 1.49 -2.84
O 0.38 1.20 0.69
H 1.52 -0.08 3.57
H 2.53 0.40 2.34
H 1.35 1.71 2.95
H -0.76 -2.80 -0.13
H -1.75 -1.75 -1.35
H -0.19 -2.16 -1.71
H -0.93 2.39 -1.51
H -1.39 -0.26 -2.40
```

Results
E_LUMO ... 0.79 eV
SMILES ... Cc1nc(C)c([C@H](O)Cl)o1
Frontier orbital gap ... 9.571 eV
F_max ... 3.511 eV/A

***

ORCA calculation (ωB97M-V with the def2-TZVPD basis set) on a cluster of 2 separate species, C6H8ClNO2S in total in a non-equilibrium geometry.

```
19
Properties=species:S:1:pos:R:3
C -2.71 -1.37 -0.31
C -0.29 -0.14 -1.12
C -2.19 -2.02 0.94
C -1.26 -2.56 -1.36
C 1.71 0.38 1.13
C 1.51 1.17 -0.19
N -2.38 -1.92 -1.44
O -1.26 0.28 -0.52
O 0.94 0.21 -1.17
S -0.69 -2.93 0.26
Cl -0.63 -3.31 -2.76
H -3.54 -0.59 -0.29
H -1.77 -1.21 1.67
H -3.03 -2.58 1.52
H 0.73 0.13 1.46
H 2.28 -0.58 0.89
H 2.13 1.02 1.85
H 2.46 1.31 -0.70
H 1.00 2.14 0.05
```

Results
E_LUMO (alpha / beta) ... 0.68 / -0.86 eV
Frontier orbital gap (alpha / beta) ... 7.058 / 8.715 eV
F_max ... 3.099 eV/A
Multiplicity ... 3

***

ORCA calculation (ωB97M-V with the def2-TZVPD basis set) on the molecule C6H8ClNO3S in a non-equilibrium geometry.

```
20
Properties=species:S:1:pos:R:3
C -0.23 1.09 -2.07
C -0.03 0.17 1.44
C 0.22 0.57 -3.31
C 1.01 -0.77 -1.36
C -0.15 0.14 3.77
C -0.83 0.05 0.15
N 0.03 -0.01 -1.03
O -0.70 2.14 -1.71
O 1.13 0.49 1.48
O -0.78 0.05 2.51
S 1.12 -2.43 -0.86
Cl 0.13 1.43 -4.89
H 0.05 -0.51 -3.44
H 1.95 -0.42 -1.76
H -0.61 -0.58 4.45
H -0.21 1.14 4.22
H 0.98 0.05 3.56
H -1.47 0.89 0.10
H -1.56 -0.68 0.11
H -0.06 -2.80 -1.37
```

Results
E_LUMO (alpha / beta) ... -1.03 / -1.03 eV
Frontier orbital gap (alpha / beta) ... 6.825 / 6.830 eV
F_max ... 3.059 eV/A

***

ORCA calculation (ωB97M-V with the def2-TZVPD basis set) on a structure of composition C6H8CoO6 in a non-equilibrium geometry.

```
21
Properties=species:S:1:pos:R:3
O -0.09 1.40 0.04
Co -0.73 0.32 1.52
O -0.33 2.15 2.04
C 0.05 2.51 0.88
O 0.48 3.56 0.46
C 0.24 1.49 -1.36
C -0.45 0.38 -2.11
H -0.08 2.48 -1.71
H 1.33 1.43 -1.45
H -1.54 0.39 -1.94
H -0.28 0.50 -3.18
O -0.74 -3.11 -0.37
C -0.17 -2.16 0.34
C 0.04 -3.31 -1.52
O -0.80 -1.41 1.08
O 1.06 -1.94 -0.03
C 1.40 -2.84 -1.11
H -0.09 -0.72 -1.87
H 1.92 -2.26 -1.89
H 2.08 -3.63 -0.74
H -0.34 -4.12 -2.14
```

Results
E_LUMO (alpha / beta) ... -3.86 / -6.20 eV
Frontier orbital gap (alpha / beta) ... 9.433 / 7.979 eV
Charge ... +1
F_max ... 3.471 eV/A
Multiplicity ... 5

***

ORCA calculation (ωB97M-V with the def2-TZVPD basis set) on a structure of composition C6H8CuO6 in a non-equilibrium geometry.

```
21
Properties=species:S:1:pos:R:3
O 2.14 0.28 2.08
C 2.74 0.70 3.25
O 2.73 -0.09 4.22
O 3.13 1.88 3.23
C 1.01 -0.65 2.12
H 1.43 -1.63 2.38
H 0.38 -0.37 2.98
C 0.23 -0.64 0.85
H -0.78 -1.02 1.07
H 0.04 0.40 0.50
O -0.24 0.34 -3.19
C -0.95 -0.61 -2.54
C -1.01 1.55 -3.32
O -0.46 -1.28 -1.59
O -2.23 -0.22 -2.43
C -2.41 1.13 -2.88
Cu 1.50 -1.49 -1.04
H -0.96 1.88 -4.36
H -0.58 2.32 -2.67
H -3.12 1.10 -3.71
H -2.82 1.73 -2.06
```

Results
E_LUMO ... 2.04 eV
Frontier orbital gap ... 5.248 eV
Charge ... -1
F_max ... 5.661 eV/A

***

ORCA calculation (ωB97M-V with the def2-TZVPD basis set) on a structure of composition C6H8ErOP in a non-equilibrium geometry.

```
17
Properties=species:S:1:pos:R:3
C -0.27 -0.84 -1.93
C -0.60 0.07 -2.89
C -0.47 1.50 -2.79
C 0.30 2.25 -1.85
C 0.77 1.79 -0.65
Er -0.90 0.39 -0.27
P 0.17 -2.22 0.72
H -0.20 -1.89 -2.22
H -1.05 -0.26 -3.86
H -0.65 2.04 -3.72
H 1.53 2.37 -0.16
H 0.39 3.33 -2.08
H 1.43 -2.52 1.32
H 0.19 -3.31 -0.22
H -0.62 -2.85 1.70
O 0.15 0.03 3.28
C -0.18 0.11 2.17
```

Results
E_LUMO (alpha / beta) ... -1.00 / -0.98 eV
Frontier orbital gap (alpha / beta) ... 5.090 / 5.120 eV
F_max ... 4.445 eV/A
Multiplicity ... 4

***

ORCA calculation (ωB97M-V with the def2-TZVPD basis set) on the molecule C6H8F2SSi in a non-equilibrium geometry.

```
18
Properties=species:S:1:pos:R:3
C 2.57 -0.68 -1.36
C 2.12 -0.23 0.05
Si 0.73 1.07 0.33
F 1.02 2.44 -0.44
F 0.94 1.61 1.84
C -0.97 0.50 0.26
C -1.74 0.03 1.30
C -3.03 -0.34 0.96
C -3.31 -0.11 -0.37
S -1.95 0.55 -1.21
H 3.06 -1.55 -1.28
H 1.73 -0.90 -2.01
H 3.24 0.12 -1.76
H 2.98 0.08 0.64
H 1.68 -1.12 0.41
H -1.17 -0.38 2.13
H -3.81 -0.80 1.58
H -4.10 -0.29 -1.09
```

Results
E_LUMO ... 0.55 eV
SMILES ... CC[Si](F)(F)c1cccs1
Frontier orbital gap ... 10.003 eV
F_max ... 4.102 eV/A

***

Look up the F_max of the fourth one. 3.397 eV/A

***

Which formula does entry 4 have? C6H8ClN4O